Below is a single C9H8N2O molecule in a non-equilibrium geometry, with properties calculated with ωB97M-V with the def2-TZVPD basis set.

## Properties
HOMO-LUMO gap = 8.260 eV
Relative energy (zero: lowest compared OMol25 entry of this formula, charge and spin) = 113.7 kcal/mol
Max |F| = 5.562 eV/A
HOMO energy = -0.301 hartree
Electronic energy = -14485.861 eV

```
20
C9H8N2O | the Open Molecules 2025 dataset | ωB97M-V with the def2-TZVPD basis set
C -2.2447 -0.7101 0.5374
C -0.8546 -0.9494 0.7168
C -2.3837 -0.0792 -0.6895
C -0.2243 -0.4443 -0.3895
C 1.9421 -1.6633 0.0656
C 2.5004 0.7502 0.1901
C 3.5874 -0.2220 -0.0075
C 2.1206 1.8891 0.5769
C 1.1556 -0.6532 -0.6801
N 3.1412 -1.4631 0.3701
N -1.1559 -0.0093 -1.2242
O 4.6709 0.0913 -0.4913
H -3.0690 -0.8919 1.1075
H -0.3390 -1.3992 1.4017
H -3.2405 0.3739 -1.1621
H 1.2741 -2.3832 0.6425
H 1.0838 2.3553 0.3532
H 2.6950 2.3163 1.2463
H 1.3487 -0.5490 -1.7071
H -0.9729 0.3707 -2.1223
```